Density functional theory data (ωB97M-V/def2-TZVPD) for a structure of composition C37H31N2O4PSSbSm.

Geometry as ORCA input:
```
! wB97M-V def2-TZVPD RIJCOSX def2/J DEFGRID3
* xyz 2 6
Sm 0.72586 0.03802 -0.39844
O -0.89339 0.14257 1.77780
N -0.09522 -1.00236 1.74325
C -0.55674 -2.06343 2.26805
C 0.14637 -3.33456 2.24423
C -0.21145 -4.25091 3.23714
C 0.43807 -5.46392 3.35339
C 1.44877 -5.78530 2.46012
C 1.79163 -4.89662 1.45180
C 1.14940 -3.67017 1.31827
P 1.70818 -2.59037 -0.06185
C 1.88520 -3.67574 -1.50015
C 2.71850 -3.21697 -2.52178
C 2.80001 -3.90505 -3.71907
C 2.03670 -5.05043 -3.90633
C 1.20883 -5.50973 -2.89366
C 1.12374 -4.82336 -1.69010
C 3.40447 -2.27857 0.55567
C 4.51285 -3.07008 0.28044
C 5.73762 -2.77036 0.85909
C 5.86053 -1.68261 1.71333
C 4.75912 -0.88378 1.98764
C 3.53830 -1.17883 1.40257
H -1.77682 -0.05935 2.12620
H -1.51165 -2.04132 2.79658
H -1.00013 -3.99631 3.93539
H 0.15821 -6.15697 4.13457
H 1.96121 -6.73449 2.54076
H 2.56848 -5.16745 0.74910
H 3.30892 -2.31899 -2.37274
H 3.45089 -3.54575 -4.50508
H 2.08066 -5.57809 -4.84954
H 0.62269 -6.40638 -3.04411
H 0.46217 -5.17828 -0.91118
H 4.41935 -3.91779 -0.38819
H 6.59890 -3.38975 0.64454
H 6.81350 -1.45814 2.17394
H 4.85628 -0.04606 2.66676
H 2.66552 -0.56699 1.63849
S 1.29224 1.88812 -2.28930
Sb 2.93301 2.76646 -0.92161
C 1.94148 2.54440 0.97300
C 2.64038 2.32791 2.15945
C 1.96175 2.37402 3.36934
C 0.60311 2.66234 3.39548
C -0.09312 2.88434 2.21586
C 0.56736 2.81262 0.99486
C 4.65514 1.52340 -0.98021
C 4.54016 0.30608 -1.64006
C 5.66655 -0.48105 -1.81691
C 6.89768 -0.04468 -1.34597
C 7.00727 1.17391 -0.69183
C 5.88632 1.97242 -0.51532
C 3.34180 4.77934 -1.42266
C 2.31567 5.70226 -1.26393
C 2.53581 7.01087 -1.66368
C 3.75992 7.37471 -2.21046
C 4.77029 6.43644 -2.36678
C 4.56911 5.12090 -1.97455
H 3.70967 2.15057 2.13865
H 2.50261 2.21425 4.29290
H 0.08712 2.73002 4.34420
H -1.14488 3.13752 2.24174
H 0.03798 3.06454 0.08024
H 3.58900 0.00127 -2.06708
H 5.59472 -1.42452 -2.34256
H 7.78165 -0.64761 -1.50620
H 7.96779 1.51465 -0.32885
H 5.98121 2.93235 -0.02138
H 1.36082 5.41504 -0.84008
H 1.74935 7.74495 -1.55222
H 3.92736 8.39748 -2.51932
H 5.71894 6.72391 -2.79972
H 5.34873 4.38175 -2.10868
O 0.18050 -1.25940 -2.12298
N -0.74112 -1.40128 -1.28126
O -0.89521 -2.43931 -0.66928
O -1.33315 -0.33659 -0.91913
*
```

Computed properties:
* orbital gap (spin up / spin down): 7.230 / 7.541 eV
* highest occupied orbital energy (spin up / spin down): -13.80 / -13.78 eV
* LUMO (spin up / spin down): -6.6 / -6.2 eV



Density functional theory data (ωB97M-V/def2-TZVPD) for a cluster of 2 separate species, C2H8NO in total.

Geometry as ORCA input:
```
! wB97M-V def2-TZVPD RIJCOSX def2/J DEFGRID3
* xyz 1 1
C -1.10755 1.19117 -0.55672
C 1.13172 0.67796 0.11864
N -0.04255 0.31016 -0.21191
H -1.81523 1.37293 0.26372
H -1.79199 0.89293 -1.34882
H -0.83867 2.22086 -0.80803
H 1.35169 1.70585 -0.16410
H 1.88713 -0.03132 0.42548
H -0.23262 -0.69986 -0.24619
H 0.29609 -3.22440 0.51994
H 0.60931 -2.10246 1.46584
O 0.55266 -2.31381 0.54215
*
```

Computed properties:
* orbital gap: 11.341 eV
* highest occupied orbital energy: -16.53 eV
* LUMO: -5.2 eV



Density functional theory data (ωB97M-V/def2-TZVPD) for the ion C9H12N3 with charge +1.

Geometry as ORCA input:
```
! wB97M-V def2-TZVPD RIJCOSX def2/J DEFGRID3
* xyz 1 1
C 0.74871 -1.30333 0.20426
C 0.84207 -0.32248 1.14837
C -0.01454 -1.53845 -2.01737
C 2.39862 0.70848 2.61862
C 0.70245 -2.19198 -4.37764
C -1.87898 2.11786 0.45207
C 2.04592 -0.34706 1.90312
C 0.36571 -1.86008 -3.17631
C -0.69964 1.22633 0.26088
N -0.32114 -1.50448 -0.77340
N -0.29795 0.50549 1.23085
N -1.62011 -1.55356 -0.43806
H 1.63771 -1.98662 0.23049
H 3.24915 0.73573 3.24553
H 1.79660 1.59714 2.52528
H 1.77957 -2.55143 -4.67991
H 0.03964 -2.24340 -5.13706
H -2.60973 1.69604 1.20048
H -2.38936 2.13207 -0.43276
H 2.66898 -1.28183 1.93485
H -1.51486 3.05209 0.88008
H -0.18279 1.27173 -0.62251
H -1.80350 -1.53873 0.48396
H -2.20375 -1.92172 -1.12133
*
```

Computed properties:
* structure (SMILES): C=C=C=[N+](N)/C=C(C=C)\N=C\C
* orbital gap (spin up / spin down): 7.148 / 7.149 eV
* highest occupied orbital energy (spin up / spin down): -12.28 / -12.28 eV
* LUMO (spin up / spin down): -5.1 / -5.1 eV



Density functional theory data (ωB97M-V/def2-TZVPD) for a cluster of 2 separate species, C3H8S in total.

Geometry as ORCA input:
```
! wB97M-V def2-TZVPD RIJCOSX def2/J DEFGRID3
* xyz 0 1
C 0.22768 -0.51615 -1.66324
C 1.35306 1.00872 2.54247
C 0.28112 -1.62978 -2.26826
S 0.02925 1.42584 1.33428
H 1.01250 0.30837 -1.28978
H -0.98892 0.65749 1.61920
H -0.72492 -0.15675 -1.40808
H 1.06957 0.30138 3.20693
H 1.73161 1.89684 2.99790
H 2.16275 0.64872 1.87062
H 1.25446 -2.00401 -2.65487
H -0.70454 -1.98666 -2.56760
*
```

Computed properties:
* structure (SMILES): C=C.CS
* orbital gap: 10.017 eV
* highest occupied orbital energy: -9.01 eV
* LUMO: 1.0 eV



Density functional theory data (ωB97M-V/def2-TZVPD) for a cluster of 11 separate species, C3H30N2O11 in total.

Geometry as ORCA input:
```
! wB97M-V def2-TZVPD RIJCOSX def2/J DEFGRID3
* xyz 0 1
N -1.99802 -0.70430 -0.51145
C -1.20617 0.38237 -1.08926
C 0.02278 -0.17037 -1.85895
O -0.40957 -1.28526 -2.61488
C -0.75033 1.22481 0.13546
N -0.42248 2.58349 -0.28741
H -1.41222 -1.01631 0.26689
H -2.07340 -1.52590 -1.09600
H -1.83874 1.03372 -1.74769
H 0.76503 -0.68020 -1.17877
H 0.44123 0.71431 -2.38584
H -0.30301 -1.32594 -3.57516
H 0.09764 0.80501 0.66360
H -1.67079 1.23468 0.80292
H -1.24204 3.17610 -0.27531
H 0.25437 2.92233 0.41879
H -3.73735 3.59268 0.27881
H -4.18999 2.34365 0.93341
O -3.39748 2.68610 0.44564
H 0.82463 2.18614 3.20682
H 1.61530 0.86916 2.69705
O 1.45454 1.85389 2.51926
H 3.18448 0.68738 -2.35021
H 2.12015 1.49407 -1.60979
O 2.57103 0.66149 -1.63644
H 2.37887 -0.97288 2.72105
H 0.88242 -1.02479 2.99022
O 1.73098 -0.59741 3.29463
H 2.63870 -0.27015 -0.28937
H 3.62170 -0.33376 0.84974
O 2.86080 -0.79707 0.52777
H 0.88028 2.71956 -2.03445
H 0.60996 3.32100 -3.49344
O 1.23678 2.82741 -2.97073
H 0.31178 -2.50749 -1.64942
H -0.11021 -3.89559 -1.97128
O 0.58022 -3.42266 -1.44181
H 0.06717 -2.38639 1.62292
H -0.46960 -2.56363 3.10341
O -0.37840 -1.93761 2.38411
H 2.01236 -2.63771 0.88369
H 1.25146 -3.66838 0.06099
O 1.44450 -3.39367 0.99288
H -4.43856 -0.27266 0.69085
H -3.27423 0.62716 0.94726
O -4.12304 0.36668 1.35931
*
```

Computed properties:
* structure (SMILES): NC[C@H](N)CO.O.O.O.O.O.O.O.O.O.O
* orbital gap: 9.661 eV
* highest occupied orbital energy: -9.43 eV
* LUMO: 0.2 eV



Density functional theory data (ωB97M-V/def2-TZVPD) for a cluster of 2 separate species, CH2N2OS2 in total.

Geometry as ORCA input:
```
! wB97M-V def2-TZVPD RIJCOSX def2/J DEFGRID3
* xyz 0 1
C -2.77935 1.59352 1.18889
N -3.52756 1.98407 1.93258
N 0.18118 -0.40784 -0.55109
O -1.99542 0.22751 -1.63483
S -2.31942 -2.31739 -0.45874
S -1.53713 -0.50085 -0.44424
H 0.71183 -0.75724 0.21606
H 0.58734 0.42625 -0.78712
*
```

Computed properties:
* orbital gap (spin up / spin down): 5.753 / 5.743 eV
* highest occupied orbital energy (spin up / spin down): -10.30 / -10.29 eV
* LUMO (spin up / spin down): -4.5 / -4.5 eV



Density functional theory data (ωB97M-V/def2-TZVPD) for a cluster of 12 separate species, H23O11 in total.

Geometry as ORCA input:
```
! wB97M-V def2-TZVPD RIJCOSX def2/J DEFGRID3
* xyz 1 1
O -0.93063 0.84337 -2.94663
H 1.29702 -0.44555 -3.17244
H 0.45076 1.24571 1.59388
O 2.54912 -1.08204 1.19165
H -0.46414 0.97632 -3.90985
H 0.96335 -1.86872 -2.99574
O -2.05722 -2.50762 1.99340
H 0.74481 -2.91370 1.27049
H -2.27885 -1.43138 -0.48732
O -2.23072 2.29962 -0.67022
H -2.79569 1.64130 -0.54136
H 3.27191 2.85765 -1.05793
O 0.06709 0.47632 2.02166
H -1.15663 -2.15917 0.97126
H -0.80194 0.52921 2.44173
O 4.38584 1.74857 0.66549
H 3.54014 2.36466 0.65451
H -1.57146 0.17789 -3.33709
O 1.67538 -1.25540 -2.84681
H -1.73292 -2.63783 2.81421
O 3.03282 3.71176 -1.17758
H 2.37544 -1.27375 2.10260
H 3.50648 -0.91835 0.91137
O -3.69957 -0.00089 0.32939
H 2.00500 3.61645 -0.98542
H -4.23121 0.42635 -0.37035
O 0.05987 -2.24062 1.63394
H -0.81551 -0.67248 -0.55768
H 0.58001 -1.29926 1.58213
O -1.29725 -1.30573 -0.24170
H -2.01677 2.59553 -1.48815
H 4.40734 1.40187 1.61764
H -3.96715 0.19236 1.24000
H -2.86470 -3.09248 1.75092
*
```

Computed properties:
* orbital gap: 10.510 eV
* highest occupied orbital energy: -13.79 eV
* LUMO: -3.3 eV